No. 1
ORCA calculation (the ωB97M-V functional and the def2-TZVPD basis) on 12 unconnected molecules or ions with the total composition C44H108N7O19P3 at a distorted geometry.

The geometry in XYZ format:
```
181
Properties=species:S:1:pos:R:3:mulliken_charge:R:1
C 2.31 3.38 1.77 -0.90
C 2.46 2.39 0.64 -0.45
C 1.44 1.26 0.53 0.57
C -0.05 1.67 0.77 -0.85
N -0.98 0.54 0.29 1.52
C -0.77 0.35 -1.28 -0.63
C -2.25 -0.06 -1.66 2.93
C -3.16 0.07 -0.44 -0.44
C -2.46 1.00 0.49 -0.15
C -0.70 -0.75 1.05 0.61
H 2.18 2.96 2.77 0.20
H 1.40 3.96 1.63 -0.01
H 3.18 4.04 1.80 0.46
H 3.40 1.84 0.75 0.53
H 2.56 3.06 -0.21 0.05
H 1.66 0.45 1.21 -0.43
H 1.59 0.73 -0.41 -0.09
H -0.12 2.51 0.09 0.16
H -0.31 1.99 1.78 0.54
H 0.07 -0.32 -1.50 0.28
H -0.62 1.34 -1.69 0.16
H -2.19 -1.13 -1.87 -0.82
H -2.64 0.50 -2.51 -2.15
H -3.43 -0.86 0.06 0.00
H -4.13 0.49 -0.68 1.02
H -2.77 0.85 1.53 -0.47
H -2.52 1.98 0.02 0.19
H -1.27 -1.54 0.56 0.44
H -1.01 -0.60 2.09 -1.01
H 0.34 -1.07 0.94 -0.40
C -2.46 -4.09 2.69 -0.67
C -3.69 -3.40 2.03 -0.70
O -3.66 -2.01 2.03 -0.38
H -2.66 -5.16 2.71 0.45
H -2.28 -3.69 3.69 0.25
H -1.58 -4.03 2.06 -0.30
H -4.54 -3.78 2.60 0.29
H -3.87 -3.90 1.07 0.12
C 4.34 3.71 5.03 -0.82
C 5.82 3.69 4.80 -0.48
C 6.15 2.43 4.03 0.46
C 7.59 2.13 3.72 -1.22
C 8.35 3.10 2.75 -0.52
C 7.87 3.18 1.31 -0.86
H 4.06 4.41 5.82 0.43
H 3.91 2.76 5.35 0.19
H 3.81 4.00 4.12 0.01
H 6.18 4.54 4.21 0.34
H 6.36 3.71 5.75 0.32
H 5.70 2.58 3.05 -0.21
H 5.80 1.59 4.63 0.23
H 8.22 1.87 4.57 0.47
H 7.63 1.14 3.25 0.36
H 8.31 4.12 3.11 0.29
H 9.41 2.89 2.84 0.36
H 7.78 2.19 0.86 0.22
H 6.89 3.65 1.31 0.10
H 8.48 3.78 0.65 0.39
C -3.71 -7.15 -2.80 -1.45
C -3.95 -5.66 -2.70 0.83
O -4.90 -5.19 -3.29 -0.74
N -3.03 -4.90 -2.14 0.59
C -1.74 -5.30 -1.54 -0.81
H -3.48 -7.63 -1.85 0.41
H -3.00 -7.43 -3.57 0.26
H -4.60 -7.75 -3.00 0.39
H -3.01 -3.93 -2.41 -0.42
H -1.47 -4.55 -0.79 0.00
H -0.88 -5.22 -2.21 0.27
H -1.75 -6.26 -1.04 0.40
C 3.48 -0.84 3.81 -0.34
C 2.75 -2.11 4.12 0.57
O 3.21 -2.86 4.99 -0.74
N 1.58 -2.39 3.61 0.59
C 0.64 -3.48 3.88 -1.05
H 4.30 -0.56 4.48 0.32
H 2.90 0.08 3.81 -0.16
H 3.85 -0.87 2.78 0.22
H 1.09 -1.58 3.24 -0.45
H 0.33 -4.01 2.97 0.30
H -0.25 -3.17 4.42 0.25
H 0.98 -4.30 4.51 0.44
C -5.62 -1.73 -2.74 -0.30
C -5.56 -1.73 -4.28 0.44
O -5.66 -0.73 -4.92 -0.69
N -5.31 -2.85 -4.95 0.03
C -5.21 -2.98 -6.41 -0.96
H -6.63 -1.97 -2.39 0.55
H -5.38 -0.73 -2.41 0.02
H -4.90 -2.47 -2.39 -0.08
H -5.19 -3.73 -4.48 0.27
H -5.82 -3.85 -6.67 0.37
H -4.19 -3.22 -6.71 0.24
H -5.52 -2.10 -6.98 0.32
C -7.04 -1.54 0.92 -0.67
C -6.73 -0.14 1.50 0.76
O -7.49 0.78 1.18 -0.74
N -5.83 0.04 2.44 0.02
C -5.48 1.24 3.25 -0.99
H -7.85 -1.49 0.20 0.26
H -7.39 -2.20 1.72 0.38
H -6.11 -1.92 0.50 -0.07
H -5.18 -0.72 2.56 0.17
H -5.54 2.15 2.65 0.31
H -4.45 1.19 3.59 0.21
H -6.27 1.25 4.01 0.37
C -2.13 5.05 -1.18 -0.61
C -2.29 4.04 -2.34 0.79
O -1.38 3.28 -2.73 -0.60
N -3.55 3.83 -2.77 -0.17
C -3.92 2.96 -3.83 -0.79
H -3.16 5.39 -1.09 0.41
H -1.38 5.81 -1.37 0.01
H -1.84 4.52 -0.27 0.08
H -4.33 4.40 -2.48 0.28
H -4.97 2.74 -3.66 0.37
H -3.47 1.98 -3.64 -0.05
H -3.76 3.26 -4.86 0.28
C 0.83 0.77 6.09 -1.11
C -0.22 0.54 5.01 0.44
O 0.18 0.67 3.85 -0.27
N -1.43 0.11 5.42 -0.11
C -2.51 -0.41 4.62 0.18
H 0.74 -0.03 6.83 0.44
H 0.80 1.70 6.64 0.34
H 1.85 0.65 5.73 0.02
H -1.54 -0.21 6.37 0.29
H -2.52 0.12 3.67 -0.66
H -3.42 -0.41 5.22 0.37
H -2.41 -1.50 4.53 0.18
C 5.11 -0.86 -1.33 -0.65
O 4.94 -1.73 -0.17 -0.23
P 4.28 -3.15 -0.30 0.45
O 4.71 -3.94 -1.49 -0.75
O 4.57 -3.80 1.14 -0.33
C 4.32 -5.24 1.30 -0.67
O 2.70 -2.78 -0.22 0.52
C 1.70 -3.56 -0.79 -0.80
H 5.07 -1.27 -2.34 0.33
H 6.06 -0.37 -1.13 0.26
H 4.30 -0.13 -1.20 0.18
H 3.79 -5.67 0.45 0.27
H 3.73 -5.25 2.21 0.28
H 5.16 -5.93 1.40 0.28
H 0.80 -3.45 -0.19 0.11
H 2.04 -4.56 -1.08 0.54
H 1.32 -2.98 -1.63 0.12
C -1.73 -4.01 -5.79 -0.18
O -0.41 -3.58 -5.57 -0.46
P -0.17 -2.32 -4.54 0.17
O -0.92 -2.62 -3.28 0.58
O 1.47 -2.09 -4.49 -0.29
C 2.39 -3.13 -4.22 -0.65
O -0.68 -1.05 -5.42 -0.42
C -2.04 -0.66 -5.27 -0.23
H -1.96 -4.28 -6.82 0.43
H -2.59 -3.44 -5.44 -0.30
H -1.81 -4.97 -5.28 0.26
H 3.22 -2.97 -4.91 0.33
H 2.07 -4.13 -4.51 0.30
H 2.77 -3.16 -3.20 0.21
H -2.59 -1.17 -4.49 -0.17
H -2.63 -0.75 -6.18 0.37
H -1.93 0.37 -4.92 0.28
C 4.39 5.78 -1.18 -0.84
O 3.27 6.18 -1.95 -0.33
P 1.81 6.34 -1.26 0.85
O 1.24 5.23 -0.40 -0.36
O 1.87 7.71 -0.41 -0.38
C 2.47 8.83 -1.13 -0.74
O 0.80 6.69 -2.51 -0.39
C 0.72 5.76 -3.62 -0.58
H 4.34 5.78 -0.09 0.32
H 5.21 6.47 -1.37 0.40
H 4.72 4.78 -1.47 0.32
H 2.46 8.74 -2.21 0.32
H 3.54 8.92 -0.89 0.26
H 1.90 9.71 -0.83 0.27
H -0.27 5.95 -4.04 0.25
H 0.74 4.71 -3.33 0.18
H 1.48 5.89 -4.39 0.35
```

Values from the calculation:
E_tot (eV): -124583.6209
Molar mass (g/mol): 1132.3
2S+1: 1
Net charge: 0
HOMO-LUMO gap (eV): 6.601

---

No. 2
ORCA calculation (the ωB97M-V functional and the def2-TZVPD basis) on 11 unconnected molecules or ions with the total composition C44H110O22 at a distorted geometry.

The geometry in XYZ format:
```
176
Properties=species:S:1:pos:R:3:mulliken_charge:R:1
C -0.04 1.10 1.03 -0.64
O -0.15 0.43 -0.19 0.65
C 0.07 1.26 -1.29 -1.18
C 0.14 0.45 -2.56 0.73
O 0.91 1.07 -3.54 -0.37
C 0.78 0.44 -4.80 -0.53
H 0.85 1.74 1.14 0.34
H -0.15 0.43 1.88 -0.68
H -0.84 1.87 1.09 0.56
H 1.07 1.71 -1.15 0.40
H -0.60 2.12 -1.44 0.40
H -0.90 0.32 -2.91 0.38
H 0.44 -0.57 -2.26 -0.57
H -0.14 0.71 -5.31 0.00
H 0.83 -0.65 -4.70 0.26
H 1.66 0.74 -5.37 0.31
C -1.17 -2.91 -2.80 -0.04
O -2.39 -3.52 -2.46 -0.43
C -2.45 -3.89 -1.12 0.37
C -3.58 -4.88 -0.94 -0.74
O -3.29 -6.03 -1.73 -0.25
C -4.13 -7.09 -1.43 -0.81
H -1.02 -2.01 -2.18 -0.36
H -1.17 -2.51 -3.82 0.38
H -0.33 -3.59 -2.66 0.10
H -2.62 -3.03 -0.46 -0.09
H -1.55 -4.43 -0.79 0.15
H -4.48 -4.43 -1.39 0.37
H -3.74 -5.11 0.11 0.31
H -3.91 -7.52 -0.44 0.30
H -3.99 -7.89 -2.16 0.24
H -5.19 -6.83 -1.47 0.31
C -1.01 1.40 4.79 0.54
O -0.27 1.19 5.96 -0.17
C -0.40 2.27 6.86 0.37
C 0.29 1.88 8.15 -0.44
O -0.11 2.64 9.26 -0.43
C 0.21 4.01 9.21 -0.56
H -0.74 2.34 4.29 -0.24
H -2.08 1.31 5.00 0.53
H -0.69 0.71 4.00 -0.59
H -1.46 2.42 7.11 0.41
H 0.00 3.19 6.41 -0.57
H 1.39 1.84 8.05 0.29
H 0.05 0.84 8.39 0.29
H 0.37 4.38 8.19 0.12
H 1.07 4.21 9.84 0.27
H -0.66 4.61 9.52 0.28
C 2.59 -2.83 -2.93 -0.26
O 1.85 -3.15 -4.10 -0.19
C 2.02 -4.50 -4.46 -0.33
C 0.88 -4.94 -5.38 -0.41
O 1.22 -6.20 -5.95 -0.40
C 1.76 -6.14 -7.25 -0.68
H 3.65 -2.71 -3.17 0.45
H 2.46 -3.60 -2.17 0.37
H 2.18 -1.88 -2.57 -0.42
H 2.07 -5.15 -3.59 0.31
H 2.92 -4.61 -5.10 0.31
H 0.78 -4.22 -6.21 0.36
H -0.07 -5.02 -4.86 0.15
H 2.46 -5.30 -7.37 0.32
H 0.96 -5.99 -7.98 0.28
H 2.27 -7.09 -7.39 0.25
C 3.44 -3.08 3.56 -0.49
O 2.09 -3.50 3.48 -0.29
C 1.64 -3.80 2.17 -1.01
C 1.62 -2.61 1.25 0.66
O 2.91 -2.38 0.73 -0.51
C 3.11 -1.05 0.34 0.40
H 4.13 -3.79 3.08 0.32
H 3.69 -3.03 4.62 0.26
H 3.59 -2.10 3.10 0.06
H 0.60 -4.11 2.35 0.23
H 2.20 -4.64 1.74 0.41
H 1.26 -1.75 1.84 -0.26
H 0.97 -2.79 0.39 0.39
H 2.95 -0.33 1.15 -0.16
H 2.43 -0.70 -0.45 -0.29
H 4.11 -0.92 -0.07 0.34
C -7.32 -0.32 -11.00 -0.74
O -6.83 0.17 -9.78 -0.33
C -5.50 -0.23 -9.52 -0.36
C -4.99 0.59 -8.36 -0.45
O -3.69 0.09 -8.05 -0.39
C -3.16 0.70 -6.92 -0.70
H -6.94 -1.33 -11.21 0.32
H -7.04 0.31 -11.85 0.28
H -8.40 -0.40 -10.92 0.26
H -4.91 -0.05 -10.43 0.32
H -5.42 -1.28 -9.24 0.28
H -5.64 0.40 -7.50 0.28
H -4.95 1.66 -8.58 0.29
H -3.10 1.79 -6.98 0.36
H -2.13 0.36 -6.81 0.16
H -3.66 0.38 -6.00 0.40
C -2.25 -1.71 2.23 0.03
O -2.72 -3.03 2.21 -0.09
C -3.25 -3.55 3.42 -0.74
C -2.29 -3.73 4.55 -0.57
O -1.72 -2.52 5.00 -0.18
C -0.57 -2.77 5.77 -0.45
H -1.27 -1.61 2.71 -0.09
H -2.96 -1.04 2.73 0.42
H -2.12 -1.36 1.20 -0.32
H -3.70 -4.50 3.14 0.33
H -4.08 -2.90 3.75 0.39
H -1.49 -4.45 4.32 0.35
H -2.85 -4.18 5.39 0.40
H -0.25 -1.86 6.25 0.00
H 0.24 -3.18 5.15 0.14
H -0.77 -3.54 6.53 0.40
C 3.16 4.03 5.98 -0.58
O 3.08 3.23 4.84 0.21
C 4.30 2.94 4.17 -0.85
C 4.67 1.48 4.35 -0.46
O 3.93 0.64 3.47 -0.27
C 2.61 0.39 3.91 -0.03
H 3.46 5.06 5.74 0.31
H 3.89 3.61 6.69 0.37
H 2.19 4.06 6.47 -0.21
H 5.12 3.56 4.56 0.44
H 4.12 3.11 3.11 0.33
H 4.56 1.14 5.39 0.28
H 5.71 1.33 4.03 0.41
H 2.02 0.19 3.01 -0.39
H 2.14 1.19 4.48 0.30
H 2.53 -0.54 4.50 0.08
C 5.83 1.76 -0.16 0.18
O 7.04 1.46 -0.80 -0.44
C 6.92 0.97 -2.11 -0.40
C 6.66 2.04 -3.15 -0.45
O 5.52 2.82 -2.93 -0.41
C 4.32 2.15 -3.26 -0.46
H 5.00 1.15 -0.52 -0.34
H 5.54 2.80 -0.32 0.28
H 5.95 1.63 0.92 0.09
H 6.26 0.10 -2.16 0.21
H 7.87 0.49 -2.39 0.37
H 6.61 1.54 -4.13 0.35
H 7.51 2.72 -3.18 0.32
H 4.34 1.81 -4.30 0.35
H 3.50 2.87 -3.19 0.22
H 4.12 1.29 -2.61 0.13
C -2.78 2.91 -3.91 -0.68
O -2.83 2.06 -2.78 0.01
C -3.90 2.30 -1.91 -0.82
C -3.94 1.14 -0.94 -0.04
O -4.94 1.41 0.03 -0.39
C -5.74 0.31 0.38 -0.49
H -2.29 3.86 -3.63 0.31
H -3.74 3.10 -4.38 0.41
H -2.08 2.42 -4.59 -0.05
H -4.85 2.33 -2.46 0.40
H -3.80 3.24 -1.35 0.29
H -2.96 0.93 -0.49 0.03
H -4.19 0.23 -1.50 0.36
H -5.22 -0.64 0.25 0.16
H -6.64 0.26 -0.24 0.27
H -6.07 0.44 1.41 0.24
C 1.48 7.38 4.12 -0.53
O 0.65 6.84 3.10 -0.40
C 1.11 5.63 2.56 -0.92
C 0.56 4.40 3.26 1.05
O -0.83 4.20 3.09 -0.24
C -1.66 5.05 3.86 -0.73
H 1.73 6.60 4.84 0.10
H 0.86 8.14 4.59 0.29
H 2.42 7.80 3.75 0.28
H 2.21 5.60 2.68 0.43
H 0.91 5.57 1.49 0.37
H 0.80 4.47 4.33 -0.30
H 1.05 3.51 2.87 -0.30
H -1.45 4.92 4.93 0.19
H -2.69 4.76 3.62 0.25
H -1.58 6.11 3.61 0.30
```

Values from the calculation:
Energy above the lowest of the compared OMol25 structures with the same formula, charge and spin (kcal per mole): 4.50
SMILES string: COCCOC.COCCOC.COCCOC.COCCOC.COCCOC.COCCOC.COCCOC.COCCOC.COCCOC.COCCOC.COCCOC
E_tot (eV): -92442.6680
Molar mass (g/mol): 991.3
2S+1: 1
Net charge: 0
HOMO-LUMO gap (eV): 9.792